Below is a structure of composition C24H22F3N3O5S3 at a distorted geometry, with properties calculated with the ωB97M-V functional and the def2-TZVPD basis.

The geometry in XYZ format:
```
60
Properties=species:S:1:pos:R:3:lowdin_charge:R:1
S 2.561 -2.797 -1.906 0.72
S 0.871 -0.803 -0.224 1.06
S 3.539 -0.173 -0.497 0.63
F -0.705 -1.197 -2.327 0.10
F 0.437 0.663 -2.422 0.09
F -1.204 0.456 -0.942 0.06
O 3.743 -3.322 -1.276 -0.27
O -6.449 -2.290 2.639 -0.11
O 4.727 -0.372 -1.275 -0.30
O 1.302 -3.491 -1.829 -0.29
O 3.504 -0.423 0.931 -0.31
N -1.976 0.889 3.215 -0.06
N 2.279 -1.087 -1.208 -0.57
N 0.123 1.388 3.174 -0.17
C -3.147 0.144 3.127 -0.23
C 2.912 1.498 -0.773 -0.27
C -4.404 0.644 3.514 -0.01
C -1.883 2.252 3.542 -0.04
C 2.290 -2.587 -5.980 -0.07
C -0.732 0.365 2.900 0.01
C 1.560 1.327 3.188 -0.06
C -3.026 -1.117 2.538 -0.03
C 1.850 1.981 -0.016 -0.15
C 2.935 3.609 -1.965 -0.07
C 3.957 -1.592 -3.974 -0.06
C 1.742 3.998 -1.336 -0.06
C 2.878 -2.402 -3.645 -0.26
C -5.429 -1.387 2.650 -0.29
C 3.532 2.361 -1.690 -0.04
C -5.558 -0.081 3.181 -0.03
C -7.527 -2.175 3.642 -0.04
C 4.159 -1.197 -5.294 -0.06
C 3.329 -1.702 -6.299 -0.07
C 2.054 -2.930 -4.648 -0.05
C -0.193 -0.205 -1.583 -0.79
C -0.569 2.565 3.516 -0.06
C -4.156 -1.847 2.208 0.01
C 1.217 3.184 -0.325 -0.06
H 4.635 -1.231 -3.208 0.09
H 1.236 -3.593 -4.386 0.11
H -2.749 2.854 3.739 0.10
H 3.495 -1.399 -7.329 0.11
H 1.516 1.421 0.852 0.03
H -0.025 3.479 3.659 0.11
H -6.558 0.327 3.373 0.11
H -4.477 1.576 4.075 0.10
H -7.158 -1.735 4.583 0.09
H 0.336 3.489 0.238 0.11
H 4.443 2.031 -2.196 0.11
H -4.077 -2.795 1.672 0.12
H 1.972 2.057 2.477 0.07
H 1.924 1.612 4.183 0.10
H 1.921 0.323 2.925 0.09
H 1.652 -3.020 -6.753 0.11
H -8.341 -1.575 3.199 0.09
H 3.411 4.288 -2.685 0.11
H 1.228 4.927 -1.612 0.11
H -7.869 -3.199 3.834 0.09
H 4.972 -0.499 -5.507 0.11
H -2.031 -1.482 2.335 0.08
```

Properties
max |F|	0.0496	hartree/bohr
frontier orbital gap	7.69	eV
energy relative to the best compared isomer or geometry (same formula, charge and spin)	0.0	kJ/mol
HOMO	-7.74	eV



Below is a cluster of 2 separate species, C24H22F5IN4O8S in total at a distorted geometry, with properties calculated with the ωB97M-V functional and the def2-TZVPD basis.

The geometry in XYZ format:
```
65
Properties=species:S:1:pos:R:3:lowdin_charge:R:1
I -2.342 -4.392 -0.050 1.06
S 2.222 -2.417 -3.006 0.79
F 5.082 -2.891 -1.752 0.20
F 5.134 -1.159 -0.525 0.19
F 3.636 -2.688 -0.140 0.19
F 4.141 -0.703 -2.926 0.14
F 2.682 -0.355 -1.391 0.14
O -0.675 -1.109 2.518 0.05
O 1.279 2.374 -0.254 -0.01
O -2.489 1.036 -3.441 0.15
O 2.118 0.977 1.268 0.06
O 2.292 -1.943 -4.353 -0.25
O 2.652 -3.773 -2.905 -0.25
O -4.374 -2.049 -0.929 0.11
O -2.155 -1.338 4.061 0.08
N -1.132 -0.868 3.619 -0.35
N -3.750 -0.151 1.593 0.18
N 0.607 -4.273 -1.255 0.10
N -3.435 0.020 -1.580 0.05
C 2.301 1.808 0.406 -0.33
C -4.704 1.982 1.126 -0.04
C -3.808 0.823 0.787 -0.39
C -0.061 -3.117 -1.648 -0.32
C 0.512 0.134 -3.605 -0.08
C -1.381 -0.896 -2.367 -0.06
C 1.508 1.489 4.784 -0.06
C 1.594 2.314 -2.709 -0.15
C 0.785 0.628 3.974 0.00
C -0.104 -0.995 -2.795 -0.12
C 1.644 3.126 -1.428 -0.17
C -3.449 -1.368 -1.281 -0.37
C -2.028 -1.837 -1.587 -0.13
C -2.996 0.936 -0.496 -0.08
C -0.834 0.335 5.744 0.00
C -0.375 0.060 4.469 -0.14
C -1.364 -2.948 -1.232 -0.53
C 1.067 1.768 6.071 -0.07
C -2.406 0.180 -2.602 -0.33
C -0.104 1.194 6.549 -0.07
C 0.298 1.494 -2.866 -0.15
C 0.559 -2.163 -2.438 -0.14
C 4.322 -2.056 -1.078 -0.61
C 3.360 -1.304 -2.030 -0.47
H -4.089 2.885 1.100 0.08
H -0.425 2.085 -3.416 0.10
H 2.418 1.939 4.412 0.11
H 1.579 0.000 -3.660 0.07
H -0.118 1.350 -1.872 0.10
H -3.078 -0.852 1.267 0.04
H -1.931 0.820 -0.249 0.14
H 0.981 3.985 -1.469 0.13
H 0.218 -4.627 -0.386 0.01
H -5.028 1.861 2.153 0.08
H 0.048 0.162 -4.584 0.14
H 3.329 2.128 0.172 0.16
H -1.745 -0.112 6.115 0.12
H -5.528 2.088 0.427 0.09
H 2.653 3.520 -1.292 0.12
H 1.569 -4.047 -1.032 0.07
H -3.118 1.949 -0.869 0.13
H 1.638 2.435 6.704 0.10
H 1.130 0.409 2.973 0.08
H 2.482 1.693 -2.813 0.10
H -0.446 1.415 7.551 0.11
H 1.632 3.027 -3.534 0.12
```

Properties
structure (SMILES)	[H]/N=C(/C)CN1C(=O)c2c(I)c(N)c(S(=O)(=O)C(F)(F)C(F)(F)F)c(CCCCOC=O)c2C1=O.O=[N+]([O-])c1ccccc1
max |F|	0.0526	hartree/bohr
frontier orbital gap	8.34	eV
HOMO	-9.28	eV



Below is a structure of composition C24H22IIrN10O7P2S at a distorted geometry, with properties calculated with the ωB97M-V functional and the def2-TZVPD basis.

The geometry in XYZ format:
```
68
Properties=species:S:1:pos:R:3:mulliken_spin:R:1
Ir 0.537 -1.118 -0.421 0.11
I 6.317 -1.648 1.098 0.00
S -1.637 -1.966 -0.448 0.34
P -0.509 0.366 -3.202 0.00
P 0.230 -2.273 -3.401 0.00
O -0.974 -1.190 -3.360 0.00
O 0.621 0.710 -4.083 0.00
O -0.572 -3.590 -2.929 0.00
O -1.888 1.087 -3.570 0.00
O 1.174 -1.915 -2.264 0.01
O 0.844 -2.468 -4.715 0.00
O -0.286 0.632 -1.732 0.01
N 0.271 -3.095 4.665 0.00
N -4.515 0.493 0.395 0.34
N 0.382 -1.917 2.164 0.00
N 1.464 -3.290 0.013 0.00
N 1.477 -5.207 1.140 0.00
N -1.652 0.467 0.704 -0.01
N 1.840 -5.411 -0.120 0.00
N 2.532 -0.356 -0.473 0.00
N -0.354 0.396 0.739 -0.05
N -3.697 -0.511 0.143 0.09
C 4.847 -0.689 -0.060 0.00
C 2.839 0.471 -1.469 0.00
C -0.130 -1.853 4.473 0.00
C 5.184 0.184 -1.084 0.00
C 4.154 0.768 -1.800 0.00
C 2.261 2.624 2.011 0.00
C -4.403 4.535 -0.496 0.11
C -5.366 4.016 0.365 -0.05
C -3.490 3.686 -1.113 -0.05
C -0.088 -1.261 3.213 0.01
C 1.830 -4.255 -0.800 0.00
C 0.709 -3.767 3.627 0.00
C 0.773 -3.179 2.353 0.00
C 1.761 3.867 1.644 -0.01
C -5.408 2.666 0.620 0.10
C -4.448 1.812 0.043 -0.03
C 0.342 1.542 1.026 0.01
C -2.386 -0.480 0.158 0.02
C 0.544 3.943 0.980 0.00
C 1.243 -3.913 1.202 -0.01
C 1.566 1.473 1.711 0.00
C -0.166 2.802 0.676 -0.02
C 3.515 -0.929 0.217 0.00
C -3.498 2.329 -0.856 0.09
H -6.085 4.673 0.831 0.00
H -1.091 2.838 0.127 0.00
H 2.069 -4.134 -1.836 0.00
H 3.237 -1.604 1.012 0.00
H -5.381 0.184 0.835 -0.02
H 2.316 4.764 1.872 0.00
H -1.993 1.160 -4.518 0.00
H 6.217 0.389 -1.315 0.00
H -2.810 1.678 -1.377 0.01
H -6.159 2.253 1.280 0.00
H 2.018 0.887 -2.034 0.00
H -2.776 4.083 -1.818 0.00
H -4.382 5.596 -0.692 0.01
H 2.067 -6.344 -0.437 0.00
H 0.148 4.903 0.688 0.00
H -0.785 -4.081 -3.722 0.00
H 4.367 1.449 -2.609 0.00
H 1.927 0.509 2.033 0.00
H 1.024 -4.788 3.770 0.00
H 3.204 2.555 2.532 0.00
H -0.433 -0.251 3.060 0.00
H -0.489 -1.308 5.331 0.00
```

Properties
max |F|	0.0920	hartree/bohr
frontier orbital gap (alpha / beta)	5.97 / 5.73	eV
energy relative to the best compared isomer or geometry (same formula, charge and spin)	321.8	kJ/mol
HOMO (alpha / beta)	-11.01 / -11.31	eV
spin multiplicity	2
total charge	+1